{"formula": "C36H84F12N8O22S4", "method": "ωB97M-V with the def2-TZVPD basis set", "homo_lumo_gap_ev": 3.19, "lumo_ev": -2.513, "multiplicity": 1, "relative_energy_kj_mol": 782.6, "elements": ["S", "S", "S", "S", "F", "F", "F", "F", "F", "F", "F", "F", "F", "F", "F", "F", "O", "O", "O", "O", "O", "O", "O", "O", "O", "O", "O", "O", "O", "O", "O", "O", "O", "O", "O", "O", "O", "O", "N", "N", "N", "N", "N", "N", "N", "N", "C", "C", "C", "C", "C", "C", "C", "C", "C", "C", "C", "C", "C", "C", "C", "C", "C", "C", "C", "C", "C", "C", "C", "C", "C", "C", "C", "C", "C", "C", "C", "C", "C", "C", "C", "C", "H", "H", "H", "H", "H", "H", "H", "H", "H", "H", "H", "H", "H", "H", "H", "H", "H", "H", "H", "H", "H", "H", "H", "H", "H", "H", "H", "H", "H", "H", "H", "H", "H", "H", "H", "H", "H", "H", "H", "H", "H", "H", "H", "H", "H", "H", "H", "H", "H", "H", "H", "H", "H", "H", "H", "H", "H", "H", "H", "H", "H", "H", "H", "H", "H", "H", "H", "H", "H", "H", "H", "H", "H", "H", "H", "H", "H", "H", "H", "H", "H", "H", "H", "H"], "xyz": [[9.076, -3.996, 1.761], [1.311, -0.332, -0.028], [-0.366, 1.163, -1.235], [8.240, -1.680, 0.851], [-1.731, 0.690, -3.648], [0.976, -2.788, 1.083], [6.252, -0.832, 2.544], [11.306, -2.612, 1.038], [3.013, -2.137, 1.088], [-2.816, 2.046, -2.218], [5.924, -2.648, 1.324], [5.776, -0.681, 0.421], [10.381, -3.940, -0.557], [2.162, -2.829, -0.787], [11.525, -4.796, 1.089], [-2.773, -0.164, -1.820], [-6.319, -3.008, -0.294], [1.140, 0.341, 1.239], [-0.753, -5.928, -2.147], [-5.956, 5.076, -0.504], [-1.307, -7.514, -0.697], [1.810, -4.179, -3.430], [0.513, -5.918, 4.198], [-0.763, 2.008, -0.129], [-2.714, -3.464, -4.256], [-1.795, 6.163, 0.077], [2.460, 0.188, -0.797], [1.913, 6.715, -1.825], [9.331, -4.838, 2.935], [8.856, -0.311, 0.838], [1.308, 7.547, -3.720], [-2.938, -1.305, 3.075], [8.069, -4.643, 0.866], [6.849, 0.922, -2.168], [-5.581, -2.971, 1.713], [-4.730, -2.806, -4.698], [8.449, -2.344, -0.395], [0.585, 1.700, -2.136], [5.659, 2.800, -3.905], [0.050, -0.481, -0.876], [8.750, -2.589, 2.281], [-2.227, -7.098, 3.996], [0.025, 5.993, 2.344], [-5.255, -2.171, 4.554], [-8.404, 5.408, 1.120], [-0.411, -2.642, -2.874], [-7.817, 7.828, 1.249], [3.984, 3.412, -2.323], [-3.533, -2.830, -4.922], [-2.948, -1.842, -5.886], [-4.028, -2.236, 0.073], [10.691, -3.808, 0.753], [-3.069, -0.997, 4.454], [-0.720, 5.238, 0.031], [1.199, 5.186, -3.563], [-2.991, -5.044, 2.849], [8.042, 1.550, -1.747], [0.938, 4.103, 1.413], [-1.701, -0.870, 2.499], [1.455, -5.125, 4.730], [1.263, -3.485, -4.572], [-1.791, -5.953, 3.085], [1.876, -2.169, 0.341], [6.362, -1.412, 1.319], [-1.468, 7.404, -0.424], [1.446, -1.176, -3.762], [0.572, -6.195, -0.229], [-4.563, -0.874, 4.752], [-0.567, -6.564, -1.164], [-4.855, -0.331, 6.132], [5.366, 2.900, -2.415], [5.630, 1.525, -1.681], [-0.662, -5.208, 3.789], [0.422, 5.396, 0.987], [-2.043, 0.870, -2.333], [-4.672, 4.630, -1.028], [-7.607, 6.544, 0.437], [1.369, 6.557, -2.978], [-6.087, 6.149, 0.379], [2.768, -5.187, -3.773], [-5.409, -2.711, 0.548], [0.469, -2.276, -4.028], [2.256, -1.439, -3.082], [2.160, -3.205, -5.124], [8.246, 1.703, -0.688], [-0.539, -1.871, -2.234], [-1.822, -0.588, 1.453], [-7.577, 8.740, 0.702], [-3.724, -5.486, 2.174], [1.215, 6.070, 0.663], [1.217, -5.368, 5.765], [-1.698, 7.424, -1.489], [1.515, 3.681, 0.590], [-1.243, -0.044, 3.043], [8.843, 0.994, -2.233], [2.379, -5.686, -4.661], [-0.965, -1.674, 2.476], [0.735, 5.803, 3.037], [-4.006, 4.157, -0.307], [-3.629, -1.128, -6.348], [-5.898, -0.409, 6.436], [-7.162, 7.809, 2.120], [1.803, 4.891, -4.420], [-0.277, 5.110, -0.957], [1.527, -4.077, 4.436], [-1.346, 4.386, 0.296], [-4.468, 0.688, 6.157], [8.315, 2.416, -2.350], [6.481, 2.295, -4.206], [2.705, -5.919, -2.968], [-0.853, 5.667, 2.721], [6.027, 3.656, -1.991], [-2.669, -0.016, 4.711], [2.414, -5.530, 4.406], [-8.835, 7.811, 1.639], [3.877, 3.832, -1.323], [5.781, 1.705, -0.617], [-8.058, 6.612, -0.553], [-2.312, -2.295, -6.647], [-2.715, -1.809, 5.089], [0.607, -4.151, -5.132], [0.590, -5.162, 0.117], [-0.301, -1.959, -4.731], [-4.957, -2.775, 5.307], [0.110, -3.368, -2.404], [4.903, 2.450, -4.475], [-0.473, 7.678, -0.073], [-1.061, -4.757, 4.697], [-2.701, -6.598, 4.735], [-4.119, -1.467, -0.694], [4.775, 0.853, -1.757], [-5.641, 6.063, 1.370], [-2.144, 8.130, 0.026], [0.468, -6.918, 0.580], [3.779, -4.795, -3.877], [-3.558, -1.687, 0.889], [-9.324, 5.547, 0.726], [-4.803, 3.890, -1.818], [2.012, -0.907, -4.653], [-1.476, -7.692, 4.317], [-8.136, 4.440, 1.016], [-5.197, -2.755, 3.732], [0.137, 5.187, -3.809], [-1.452, -6.433, 2.167], [-6.241, -2.085, 4.754], [-4.289, -0.875, 6.888], [-5.572, 6.991, -0.085], [-3.270, -2.995, -0.123], [-2.769, -4.144, 2.276], [-0.368, -4.314, 3.239], [3.143, 2.874, -2.760], [0.160, 3.365, 1.610], [-3.007, -7.642, 3.656], [5.779, 3.741, -4.251], [1.557, -6.402, -0.646], [0.911, -0.273, -3.467], [-2.183, -1.261, -5.371], [1.739, 4.219, 2.143], [-4.148, 5.493, -1.439], [-5.202, -0.290, 4.089], [-0.267, 6.959, 2.382], [1.158, 4.412, -2.796], [-8.351, 5.619, 2.106], [3.879, 4.316, -2.922], [-3.336, -4.560, 3.762], [-1.262, -2.985, -3.296]], "forces_ev_per_angstrom": [[-2.222, -5.438, 0.273], [5.628, -0.037, 0.708], [-1.806, -1.652, -0.678], [2.413, 3.347, 2.440], [-0.593, 0.117, 2.306], [-0.641, -0.453, -0.173], [-0.164, -0.547, -1.147], [-0.664, -1.398, -0.863], [-0.906, 0.440, -0.732], [1.454, -2.077, -0.260], [-1.217, -0.044, 0.317], [-0.867, 0.656, -0.609], [1.142, 0.396, 1.015], [-0.694, 0.377, 0.729], [0.056, 0.355, -0.214], [1.351, 1.754, -1.268], [1.830, 1.472, 0.446], [-0.383, -0.614, 0.326], [-0.167, 2.533, -3.754], [-0.442, -1.517, 0.228], [0.625, 0.530, -0.056], [-0.143, 0.552, -0.123], [-4.239, -1.886, -4.057], [-0.309, -0.866, -0.307], [3.043, -1.437, 1.317], [0.276, -0.584, 1.023], [-1.132, -0.912, 0.959], [-1.212, -1.779, 1.015], [0.927, 1.196, -1.157], [-1.705, -2.294, 0.861], [-1.546, -0.248, -1.225], [0.333, 0.589, 0.911], [2.350, 1.477, 1.162], [-1.364, 0.336, 0.182], [0.375, -0.334, 7.034], [-1.970, 0.112, -0.621], [-1.159, -0.154, -0.249], [0.301, 0.679, -0.845], [0.467, 0.494, -0.333], [-3.084, 2.444, -0.988], [-1.502, 3.712, -2.851], [-0.908, 1.114, 0.030], [-1.782, 1.001, 0.298], [-0.291, -1.282, 2.486], [0.316, 1.318, -0.114], [2.393, -0.130, -0.262], [0.041, -0.931, 0.342], [-0.826, 1.811, -0.188], [-0.822, 1.334, 0.586], [1.123, 0.956, -1.165], [0.068, 1.436, 0.808], [-0.656, -0.190, 0.189], [-1.633, 0.143, -1.489], [-1.980, -0.720, -0.056], [-2.124, -0.857, 0.905], [0.492, 0.439, -0.722], [1.396, -0.140, -1.546], [1.737, -1.897, -1.068], [0.638, -0.289, -0.229], [2.206, 0.016, 1.680], [0.009, -0.980, 1.498], [0.929, -0.055, -0.661], [1.137, 1.093, -0.004], [3.186, -0.937, 0.795], [-0.535, 1.510, 0.028], [0.271, 1.028, 0.206], [0.898, -0.753, 0.691], [-1.211, 0.421, -0.887], [-1.283, -2.582, 3.643], [0.746, -0.558, 0.519], [0.225, -1.759, 0.526], [1.251, 0.704, -0.573], [0.733, 0.556, 0.876], [0.147, 1.554, 0.969], [-0.346, 0.377, 0.545], [0.255, 0.765, 0.188], [1.908, -0.389, -0.024], [4.000, 2.520, 0.593], [-0.410, 0.679, -1.773], [-1.495, -0.047, 0.364], [-1.652, -1.638, -6.040], [0.267, -0.059, -1.251], [-0.429, -0.050, 0.548], [-0.479, 0.581, -0.655], [-0.465, -0.319, 0.000], [-0.164, 0.311, 0.176], [-0.427, 0.087, 0.166], [-0.317, -0.241, -0.167], [-0.452, -0.252, 0.621], [-0.070, -0.001, -0.548], [1.386, 1.428, 0.953], [0.972, 0.270, -0.234], [-0.216, -0.245, -0.304], [-0.185, 0.159, 0.062], [0.037, -1.127, 0.916], [0.485, -0.134, -0.276], [0.008, -0.210, 0.219], [0.380, 0.091, 0.115], [-0.310, 0.138, 0.491], [-0.220, -0.265, 0.000], [-0.068, 0.352, -0.248], [0.098, -0.006, 0.108], [-0.045, 0.416, 0.099], [-0.042, 0.102, -0.173], [-0.764, 0.189, 0.091], [0.987, -0.859, -0.083], [-0.419, 0.076, 0.114], [-0.959, 1.362, 0.263], [0.613, -0.627, 0.558], [0.287, 0.081, 0.025], [-0.378, -1.483, -0.063], [0.308, -0.105, -0.436], [0.587, -0.144, 0.090], [0.213, -0.105, 0.472], [-0.155, 0.600, -0.174], [-0.760, -0.558, 0.106], [-0.290, 0.373, 0.097], [0.422, -0.043, -0.069], [-0.328, -0.421, -0.362], [0.610, 0.038, 0.283], [0.062, -0.154, -0.144], [-0.250, 0.078, -0.027], [0.500, 0.023, -0.598], [0.337, -0.537, 0.457], [-0.254, -1.032, 0.658], [-0.716, -0.540, 0.265], [0.339, 0.266, -0.970], [-0.559, 0.076, 0.610], [0.405, -0.027, 1.107], [-0.037, -0.788, -0.459], [0.210, -0.201, -0.408], [-0.125, -0.545, 0.355], [-0.210, 0.132, 0.119], [0.209, 0.362, 0.492], [-0.013, 0.083, -0.173], [-0.223, 0.080, 0.365], [-0.719, -0.389, 0.524], [-0.650, 0.231, 0.107], [-0.408, -0.160, -0.467], [0.415, -0.128, 0.164], [0.644, -0.349, -0.765], [0.458, 0.287, -2.690], [-0.141, -0.150, -1.015], [0.035, 0.087, -0.280], [-0.585, 0.306, -0.341], [0.132, -0.120, 0.147], [0.010, 0.575, 0.139], [-0.559, -0.385, -0.690], [0.738, -0.082, -0.284], [-0.071, -0.231, -0.750], [0.131, -0.984, 0.880], [0.199, 0.045, 0.481], [0.072, -0.574, -1.053], [0.108, 0.587, -0.055], [0.071, 0.140, -0.354], [0.402, 0.029, 0.317], [-0.139, 0.320, 0.447], [-0.299, -0.200, 0.545], [0.041, 0.053, -0.061], [1.134, 0.683, -0.675], [0.912, 1.061, -0.642], [0.817, -0.175, 0.136], [-0.560, -0.073, 0.501], [0.414, 0.555, -0.069], [-0.546, -0.613, 0.364], [-2.039, -0.958, -0.450]]}